Entry 1:
Molecular formula: C6H5NO3S
Method: DFT, wB97M-V/def2-TZVPD

Atoms and positions in Å:
C -0.21 0.28 -1.39
C -1.08 0.24 -0.18
C 1.17 0.96 0.28
C -0.19 0.79 0.89
C 0.63 -2.78 -1.39
C -0.73 -0.60 1.02
N 1.03 0.53 -1.12
O 0.57 -3.42 -2.34
O 2.07 1.50 0.78
O 2.04 0.56 -1.88
S -0.88 2.03 2.20
H -0.44 0.02 -2.38
H -2.09 0.62 -0.37
H -1.54 -0.56 1.88
H -0.21 -1.58 0.91
H -0.14 1.41 3.08

Properties
- Gap between HOMO and LUMO (spin up / spin down): 8.47 / 8.46 eV
- Relative energy (zero: lowest compared OMol25 entry of this formula, charge and spin): 275.8 kJ/mol
- E_HOMO (spin up / spin down): -9.0 / -9.0 eV
- Molecular weight: 171.18 g/mol


Entry 2:
Molecular formula: C5H8N4O
Method: DFT, wB97M-V/def2-TZVPD

Atoms and positions in Å:
C -1.42 -0.25 2.31
C -1.84 -0.52 0.86
C -1.36 0.71 0.04
N 0.04 0.43 -0.13
N 0.52 0.11 -1.23
N 1.93 -0.10 -1.32
C 2.84 0.07 -0.38
N 3.54 0.30 0.49
C 2.36 -0.24 -2.80
O 1.58 -0.62 -3.62
H -0.35 -0.40 2.34
H -1.80 0.88 2.56
H -1.94 -1.00 2.86
H -2.88 -0.51 0.59
H -1.40 -1.52 0.60
H -1.85 1.04 -0.99
H -1.40 1.56 0.58
H 3.41 0.05 -2.75

Properties
- Gap between HOMO and LUMO: 10.11 eV
- Relative energy (zero: lowest compared OMol25 entry of this formula, charge and spin): 493.2 kJ/mol
- E_HOMO: -9.8 eV
- SMILES string: CCC/N=N/N(C#N)C=O
- Molecular weight: 140.15 g/mol


Entry 3:
Molecular formula: C5H12N2
Method: DFT, wB97M-V/def2-TZVPD

Atoms and positions in Å:
C -0.18 2.39 0.16
C 0.81 1.62 -0.79
C 1.18 0.20 -0.45
C 0.17 -0.99 -0.77
N -1.05 -0.65 0.00
C -1.30 -1.37 1.04
N -0.92 -2.72 1.24
H 0.33 3.29 0.25
H -0.95 2.66 -0.42
H -0.27 1.89 1.14
H 0.50 1.77 -1.85
H 1.74 2.19 -0.71
H 1.53 0.05 0.60
H 2.08 -0.13 -1.03
H 0.62 -1.92 -0.42
H 0.05 -1.09 -1.86
H -2.11 -0.94 1.75
H -0.66 -3.09 0.30
H -1.56 -3.18 1.80

Properties
- Gap between HOMO and LUMO: 9.74 eV
- Relative energy (zero: lowest compared OMol25 entry of this formula, charge and spin): 187.4 kJ/mol
- E_HOMO: -8.7 eV
- SMILES string: CCCC/N=C\N
- Molecular weight: 100.16 g/mol


Entry 4:
Molecular formula: C34H27MnN2O2PS2
Method: DFT, wB97M-V/def2-TZVPD

Atoms and positions in Å:
Mn 0.83 -0.21 -0.64
C -0.17 -1.53 5.37
C -0.28 -0.15 5.35
C -0.13 0.55 4.16
C 0.15 -0.14 2.97
C 0.25 -1.53 3.00
C 0.08 -2.22 4.19
P 0.67 0.72 1.46
C -0.41 2.22 1.51
C -1.80 2.09 1.63
C -2.63 3.19 1.47
C -2.09 4.43 1.18
C -0.72 4.56 1.03
C 0.11 3.46 1.18
C 2.30 1.36 1.79
C 2.77 1.86 3.02
C 4.10 2.21 3.17
C 4.99 2.10 2.11
C 4.55 1.61 0.84
C 5.41 1.54 -0.27
C 4.94 1.06 -1.48
C 3.63 0.60 -1.60
C 2.73 0.61 -0.54
C 3.20 1.17 0.68
H -0.28 -2.07 6.31
H -0.48 0.39 6.27
H -0.24 1.63 4.14
H 0.45 -2.06 2.08
H 0.14 -3.30 4.21
H -2.22 1.11 1.85
H -3.70 3.07 1.57
H -2.74 5.29 1.05
H -0.29 5.53 0.79
H 1.19 3.56 1.06
H 2.09 1.99 3.86
H 4.46 2.57 4.13
H 6.03 2.38 2.23
H 6.44 1.87 -0.16
H 5.60 1.02 -2.34
H 3.31 0.19 -2.55
C -1.62 -5.25 -5.67
C -1.69 -4.50 -4.36
C -1.92 -5.17 -3.16
C -1.96 -4.48 -1.96
C -1.78 -3.11 -1.95
C -1.54 -2.43 -3.13
C -1.50 -3.12 -4.33
S -1.95 -2.27 -0.38
O -1.32 -3.08 0.63
O -3.39 -2.08 -0.21
N -1.16 -0.88 -0.50
C -1.64 0.22 -1.15
C -2.99 0.59 -1.33
C -3.28 1.81 -1.90
C -2.24 2.65 -2.30
C -0.95 2.20 -2.12
N -0.63 1.02 -1.59
H -2.10 -6.23 -5.59
H -0.57 -5.42 -5.95
H -2.09 -4.69 -6.47
H -2.05 -6.25 -3.17
H -2.11 -4.99 -1.02
H -1.35 -1.37 -3.12
H -1.29 -2.59 -5.25
H -3.76 -0.08 -0.99
H -4.31 2.12 -2.02
H -2.42 3.62 -2.73
H -0.10 2.81 -2.44
S 1.44 -1.83 -1.91

Properties
- Gap between HOMO and LUMO (spin up / spin down): 2.88 / 5.10 eV
- Relative energy (zero: lowest compared OMol25 entry of this formula, charge and spin): 66.9 kJ/mol
- Net charge: -2
- E_HOMO (spin up / spin down): 1.5 / -0.7 eV
- 2S+1: 6
- Molecular weight: 645.65 g/mol